Molecular formula: C35H57AlO3PSi2
Method: DFT, wB97M-V/def2-TZVPD

Last column: Mulliken charge in e.
Geometry (Å):
O  0.579  -2.284  -1.349  1.48
O  -2.471  -2.590  -3.027  0.07
C  1.410  -2.142  -2.650  0.12
C  2.804  -2.652  -2.412  -1.07
H  1.383  -1.081  -2.903  -0.03
H  0.827  -2.685  -3.402  0.39
H  3.313  -2.016  -1.672  0.21
H  3.377  -2.631  -3.348  0.45
H  2.802  -3.695  -2.078  0.28
C  0.028  -3.601  -0.941  0.74
C  -0.170  -4.503  -2.125  -1.71
H  -0.921  -3.362  -0.452  -0.06
H  0.717  -4.039  -0.212  -0.01
H  -0.870  -4.069  -2.851  0.18
H  -0.590  -5.457  -1.767  0.46
H  0.780  -4.755  -2.611  0.47
C  -3.577  -2.582  -2.129  -0.09
C  -2.673  -1.997  -4.316  -0.18
C  -4.015  -3.996  -1.792  -1.31
H  -4.425  -2.004  -2.549  0.54
H  -3.222  -2.069  -1.220  -0.08
H  -4.422  -4.500  -2.672  0.32
H  -4.809  -3.962  -1.046  0.43
H  -3.190  -4.593  -1.387  0.18
C  -3.135  -3.013  -5.338  -1.40
H  -1.696  -1.584  -4.590  0.16
H  -3.394  -1.160  -4.241  0.39
H  -2.523  -3.922  -5.319  0.26
H  -3.071  -2.578  -6.336  0.44
H  -4.179  -3.285  -5.166  0.33
H  0.831  -1.580  -0.631  -1.12
Al  0.336  0.218  0.837  -1.88
C  -0.258  0.253  -1.057  1.50
Si  -0.993  1.757  -1.987  0.69
H  0.599  -0.011  -1.680  -1.25
H  -1.032  -0.525  -1.180  0.08
C  -0.610  1.513  -3.816  -1.19
C  -0.285  3.431  -1.519  -0.58
C  -2.845  1.766  -1.711  -0.94
C  1.575  -1.222  1.355  -0.23
Si  0.800  -2.506  2.535  1.30
H  2.334  -0.652  1.928  0.27
H  2.198  -1.775  0.630  0.60
C  1.629  -4.181  2.310  -1.47
C  -1.028  -2.930  2.375  -1.04
C  1.251  -1.941  4.256  -1.30
H  -3.251  0.757  -1.857  0.12
H  -3.334  2.441  -2.425  0.41
H  -3.085  2.097  -0.694  0.21
H  0.452  1.277  -3.951  0.33
H  -0.820  2.430  -4.379  0.38
H  -1.202  0.700  -4.252  0.19
H  0.771  3.394  -1.243  0.28
H  -0.831  3.860  -0.675  -0.08
H  -0.385  4.121  -2.369  0.64
H  -1.133  -4.000  2.138  0.47
H  -1.589  -2.365  1.622  0.07
H  -1.522  -2.760  3.341  0.44
H  0.893  -2.679  4.983  0.36
H  0.817  -0.964  4.491  0.26
H  2.344  -1.878  4.335  0.30
H  1.637  -4.669  3.293  0.37
H  2.663  -4.064  1.971  0.37
H  1.099  -4.837  1.612  0.36
O  -1.211  -0.089  3.264  -0.69
C  -1.082  0.652  2.290  0.08
C  -1.786  1.924  2.132  0.17
C  -3.061  2.177  2.658  -0.73
C  -3.544  3.480  2.671  -0.64
C  -2.770  4.526  2.145  -1.00
C  -1.495  4.289  1.633  -0.41
C  -0.974  2.986  1.634  0.92
P  0.810  2.512  1.388  0.89
C  1.411  3.730  2.575  0.03
C  1.890  4.942  2.050  -0.40
C  2.209  5.977  2.920  -0.75
C  2.099  5.784  4.306  -0.55
C  1.636  4.564  4.815  -0.76
C  1.273  3.531  3.955  0.04
C  2.598  2.024  0.811  0.71
C  3.511  1.666  1.820  -0.87
C  4.761  1.144  1.485  -0.53
C  5.126  1.025  0.138  -0.64
C  4.242  1.430  -0.866  -0.76
C  2.982  1.933  -0.540  0.14
H  -3.636  1.344  3.060  0.51
H  -4.529  3.683  3.104  0.41
H  -3.167  5.540  2.156  0.43
H  -0.904  5.114  1.235  0.55
H  1.989  5.062  0.968  0.42
H  2.536  6.935  2.521  0.43
H  2.362  6.596  4.987  0.39
H  1.545  4.422  5.896  0.42
H  0.872  2.585  4.331  0.48
H  3.228  1.784  2.869  0.42
H  5.451  0.843  2.273  0.45
H  6.111  0.625  -0.125  0.40
H  4.534  1.359  -1.916  0.48
H  2.291  2.239  -1.324  0.10

Summary:
highest occupied orbital energy (spin up / spin down) = -9.492 / -9.493 eV
molecular weight = 639.97 u
ΔE to the lowest compared entry with this formula, charge and spin = 26.6 kcal per mole
HOMO-LUMO gap (spin up / spin down) = 0.21475 / 0.21480 Eh
LUMO (spin up / spin down) = -3.648 / -3.648 eV
total charge = +1
energy = -2756.0233 a.u.